ORCA calculation (the ωB97M-V functional and the def2-TZVPD basis) on 10 unconnected molecules or ions with the total composition C19H58O13.

The calculation puts the HOMO energy at -9.47 eV. As for the SMILES: OCCO.OCCO.OCCO.CCO.CCO.CCO.CCO.CCO.CCO.CO. As for the energy above the lowest of the compared OMol25 structures with the same formula, charge and spin: 0.0 kJ/mol.

Geometry as ORCA input:
```
! wB97M-V def2-TZVPD RIJCOSX def2/J DEFGRID3
* xyz 0 1
O -24.33 -10.30 -10.07
C -24.71 -8.98 -10.42
C -25.94 -8.49 -9.71
O -25.72 -8.26 -8.32
H -25.13 -10.83 -10.02
H -23.84 -8.34 -10.23
H -24.86 -8.89 -11.50
H -26.81 -9.14 -9.89
H -26.25 -7.53 -10.14
H -25.41 -9.09 -7.94
O -25.55 -5.44 -7.33
C -26.32 -4.87 -8.39
C -26.52 -3.40 -8.08
O -27.63 -3.15 -7.21
H -25.56 -6.40 -7.42
H -25.77 -4.93 -9.33
H -27.28 -5.38 -8.50
H -26.65 -2.80 -8.99
H -25.65 -2.96 -7.58
H -27.32 -3.33 -6.32
O -23.14 0.57 -8.08
C -23.58 -0.78 -7.91
C -23.59 -1.59 -9.20
O -24.60 -1.17 -10.11
H -23.85 1.11 -8.43
H -22.90 -1.24 -7.20
H -24.56 -0.75 -7.42
H -23.75 -2.64 -8.93
H -22.61 -1.48 -9.68
H -24.66 -0.21 -10.06
C -22.30 -3.54 -3.25
C -22.07 -3.72 -4.74
O -20.82 -3.13 -5.07
H -21.41 -3.88 -2.72
H -23.14 -4.15 -2.93
H -22.44 -2.48 -3.02
H -22.88 -3.29 -5.34
H -22.03 -4.79 -4.99
H -20.75 -3.13 -6.04
C -20.44 -5.50 -11.58
C -21.97 -5.43 -11.51
O -22.41 -5.07 -12.82
H -19.93 -5.66 -10.62
H -20.12 -4.51 -11.91
H -20.14 -6.23 -12.33
H -22.23 -4.70 -10.75
H -22.45 -6.37 -11.22
H -22.09 -5.72 -13.45
C -22.01 -7.32 -3.59
C -20.58 -7.39 -4.10
O -20.60 -7.81 -5.46
H -22.62 -6.64 -4.19
H -21.98 -7.00 -2.55
H -22.55 -8.27 -3.63
H -20.02 -8.10 -3.50
H -20.09 -6.42 -3.99
H -19.70 -7.69 -5.80
C -19.41 -8.51 -8.72
C -20.07 -9.39 -9.73
O -19.96 -10.76 -9.34
H -19.47 -7.48 -9.06
H -18.41 -8.89 -8.52
H -19.95 -8.53 -7.77
H -19.60 -9.30 -10.72
H -21.11 -9.11 -9.96
H -20.12 -11.32 -10.11
C -18.51 -5.03 -6.20
C -17.45 -6.02 -6.61
O -17.76 -7.33 -6.11
H -18.57 -4.98 -5.11
H -19.52 -5.27 -6.55
H -18.24 -4.04 -6.56
H -16.56 -5.75 -6.03
H -17.30 -5.99 -7.69
H -17.11 -7.97 -6.41
C -19.52 -1.75 -8.45
C -20.07 -3.12 -8.84
O -21.05 -3.47 -7.86
H -20.36 -1.06 -8.43
H -18.65 -1.42 -9.00
H -19.18 -1.75 -7.40
H -19.37 -3.95 -8.97
H -20.59 -2.93 -9.79
H -21.67 -4.10 -8.28
C -22.40 -6.55 -7.62
O -22.96 -5.41 -8.30
H -22.48 -6.44 -6.54
H -22.88 -7.45 -8.01
H -21.34 -6.54 -7.86
H -23.89 -5.31 -8.02
*
```